No. 1
{
  "formula": "C22H40As4F7KN2O2",
  "method": "ωB97M-V/def2-TZVPD",
  "symbols": ["K", "C", "C", "N", "O", "C", "C", "N", "O", "H", "H", "H", "H", "H", "H", "H", "C", "As", "C", "C", "C", "C", "C", "As", "C", "C", "C", "As", "C", "C", "H", "H", "H", "H", "H", "H", "H", "H", "H", "H", "H", "H", "H", "H", "H", "H", "H", "H", "H", "H", "H", "H", "H", "H", "H", "H", "H", "F", "As", "F", "F", "F", "F", "F", "F", "C", "C", "C", "C", "C", "C", "C", "H", "H", "H", "H", "H", "H"],
  "coordinates": [[0.3992, -0.6298, -2.0449], [3.1597, 1.6847, -0.0425], [2.8913, 0.9172, -1.3055], [3.2127, -0.3124, -1.4577], [3.8583, -0.8761, -0.3482], [2.1506, 1.5090, -2.4151], [2.2765, 0.9307, -3.8010], [1.2486, 2.3851, -2.0761], [0.3589, 2.7614, -2.9347], [2.7408, 1.1429, 0.8092], [2.7237, 2.6762, -0.1119], [4.2378, 1.7538, 0.1167], [3.9783, -1.7844, -0.6516], [2.4149, -0.1533, -3.7956], [3.1521, 1.3331, -4.3183], [1.3955, 1.2076, -4.3807], [-2.7191, 2.2580, -1.1400], [-1.1263, 1.6172, -0.1928], [-0.4718, 3.4087, 0.2447], [-2.1038, 1.1800, 1.4744], [-1.3463, 0.6408, 2.7009], [-2.3571, 0.6097, 3.8610], [-0.8494, -0.8016, 2.4929], [0.7202, -1.1688, 1.3348], [2.1317, -1.1486, 2.7064], [0.4656, -3.1049, 1.3324], [-0.1979, 1.5964, 3.0478], [0.6901, 1.3438, 4.8003], [2.1561, 2.6034, 4.4180], [-0.3654, 2.6434, 5.8471], [-3.2125, 3.0564, -0.5821], [-3.4244, 1.4409, -1.2968], [-2.3877, 2.6450, -2.1038], [-1.2152, 3.9606, 0.8252], [-0.2925, 3.8961, -0.7132], [0.4707, 3.3661, 0.7861], [-2.8632, 0.4452, 1.1826], [-2.6406, 2.0880, 1.7742], [-3.2118, -0.0207, 3.6068], [-2.7289, 1.6138, 4.0792], [-1.8969, 0.2037, 4.7662], [-1.6671, -1.3907, 2.0645], [-0.6217, -1.2408, 3.4702], [1.8111, -1.6563, 3.6172], [2.4309, -0.1304, 2.9507], [2.9980, -1.6566, 2.2831], [0.3238, -3.4833, 2.3465], [1.3347, -3.5806, 0.8799], [-0.4026, -3.3559, 0.7240], [-0.5625, 2.6284, 3.0243], [0.5840, 1.5190, 2.2846], [2.8590, 2.1663, 3.7093], [2.6954, 2.8321, 5.3372], [1.7636, 3.5300, 3.9963], [-1.3249, 2.2154, 6.1338], [-0.5380, 3.5558, 5.2738], [0.1803, 2.8958, 6.7566], [0.8140, -2.8992, -1.7680], [1.6837, -4.0010, -2.8521], [1.4546, -2.8146, -4.1128], [3.1801, -3.2487, -2.3904], [2.5211, -5.0430, -3.9524], [1.8719, -5.1322, -1.5522], [0.1765, -4.7500, -3.2703], [-4.5991, -3.5579, -1.9707], [-3.7221, -2.8383, -2.7054], [-3.7562, -1.4536, -2.6155], [-2.8576, -0.7192, -3.3544], [-1.9010, -1.3515, -4.2003], [-0.9606, -0.5975, -4.8944], [-1.9191, -2.7727, -4.2574], [-2.8135, -3.5055, -3.5137], [-4.4830, -0.9794, -1.9683], [-2.8613, 0.3626, -3.2997], [-0.9317, 0.4794, -4.7810], [-0.2058, -1.0758, -5.5021], [-1.1788, -3.2820, -4.8587], [-2.7986, -4.5866, -3.5266]],
  "forces_ev_per_angstrom": [[-0.15, 0.68, -0.25], [-0.03, -0.11, -0.03], [0.18, 0.05, 0.38], [0.00, -0.09, -0.32], [0.09, 0.03, 0.16], [0.14, 0.01, -0.54], [-0.01, 0.04, -0.05], [-0.05, 0.15, 0.40], [-0.06, -0.05, -0.17], [0.02, 0.04, 0.02], [-0.02, 0.01, 0.00], [0.00, -0.01, 0.02], [-0.01, 0.00, -0.03], [-0.05, 0.01, 0.02], [0.00, 0.05, 0.03], [0.00, 0.00, 0.02], [-0.07, 0.03, -0.03], [-0.08, 0.13, 0.01], [0.02, 0.03, -0.03], [-0.09, 0.06, 0.05], [-0.02, -0.03, 0.05], [0.08, -0.01, -0.05], [-0.02, 0.00, 0.09], [0.05, 0.10, 0.14], [-0.01, -0.04, -0.10], [-0.01, -0.11, 0.04], [-0.02, 0.00, 0.03], [0.00, 0.15, 0.02], [-0.01, -0.03, -0.01], [-0.02, -0.04, -0.04], [-0.01, -0.02, 0.02], [-0.01, 0.00, 0.02], [0.03, 0.00, 0.00], [-0.02, -0.04, 0.02], [0.01, -0.04, -0.01], [-0.01, -0.02, 0.00], [-0.01, 0.01, 0.00], [0.00, -0.01, -0.03], [0.00, -0.01, -0.01], [0.00, 0.01, 0.01], [-0.04, 0.00, 0.02], [0.00, -0.01, 0.02], [0.01, -0.04, -0.04], [-0.04, 0.01, -0.02], [0.00, 0.02, -0.02], [0.00, 0.02, -0.01], [0.00, 0.02, 0.01], [-0.01, 0.00, -0.02], [0.01, -0.02, -0.01], [0.04, 0.00, -0.01], [0.03, 0.03, 0.04], [-0.01, -0.03, -0.02], [-0.02, -0.02, 0.02], [-0.02, -0.01, -0.01], [0.01, -0.01, -0.01], [0.01, -0.01, -0.02], [0.04, -0.02, -0.01], [0.19, -1.00, 0.09], [0.33, -0.37, -0.03], [-0.04, 0.04, 0.11], [-0.14, 0.04, 0.00], [-0.08, 0.13, 0.11], [-0.06, 0.12, -0.01], [-0.06, 0.08, -0.02], [0.00, 0.00, -0.01], [0.09, 0.06, -0.06], [-0.10, -0.09, 0.08], [0.17, -0.01, -0.15], [-0.38, -0.22, 0.30], [0.24, 0.22, -0.20], [0.12, 0.18, -0.01], [-0.12, -0.06, 0.10], [0.01, 0.00, 0.00], [-0.01, 0.00, 0.02], [0.01, 0.02, -0.06], [0.01, 0.00, 0.00], [0.01, 0.00, 0.00], [0.00, 0.00, 0.00]],
  "multiplicity": 2,
  "charge": -1,
  "de_lowest_ev": 0.433,
  "lumo_energy_ha": [0.082, 0.057],
  "orbital_gap_ev": [6.6, 5.9]
}


No. 2
{
  "formula": "C12H20Cl6GaO2",
  "method": "ωB97M-V/def2-TZVPD",
  "symbols": ["C", "C", "Cl", "C", "Cl", "Ga", "C", "C", "C", "C", "O", "C", "O", "C", "C", "C", "Cl", "H", "H", "H", "H", "H", "H", "H", "H", "H", "H", "H", "H", "H", "H", "H", "H", "H", "H", "H", "C", "Cl", "Cl", "Cl", "H"],
  "coordinates": [[3.0662, 0.0836, 2.8194], [2.1440, 0.5208, 1.6960], [2.5839, 2.0709, 0.9914], [1.1229, -0.1733, 1.2736], [0.7524, -1.7679, 2.0182], [-0.2059, 0.4099, -0.2233], [-0.9091, -1.2452, -1.2457], [0.1943, -2.2548, -1.6460], [1.4181, -1.5031, -2.2354], [2.1361, -2.4744, -3.1834], [3.4867, -2.0899, -3.5104], [3.5748, -0.9305, -4.1698], [2.7201, -0.5034, -4.8655], [-1.8714, 1.1441, 0.7858], [-1.9231, 2.6604, 0.9762], [-2.0630, 3.3673, -0.3784], [-0.5899, 3.3251, 1.9918], [3.0774, 0.9123, 3.5427], [2.6485, -0.7667, 3.3565], [4.0845, -0.1051, 2.4696], [0.4529, 1.4698, -1.2195], [-1.4338, -0.9077, -2.1516], [-1.6638, -1.7463, -0.6183], [0.5125, -2.9133, -0.8304], [-0.1909, -2.9114, -2.4511], [1.0508, -0.6207, -2.7626], [2.0580, -1.1927, -1.4010], [2.1293, -3.4459, -2.6798], [1.5489, -2.6226, -4.0957], [4.5106, -0.3620, -4.0594], [-2.7314, 0.8439, 0.1699], [-1.9104, 0.5828, 1.7259], [-2.8538, 2.8779, 1.5212], [-2.9373, 2.9316, -0.8698], [-2.1609, 4.4491, -0.2413], [-1.1692, 3.1687, -0.9777], [-4.1628, -0.0737, 4.2042], [-3.5743, 1.5836, 4.0747], [-5.5651, -0.3231, 3.1547], [-2.8834, -1.2240, 3.8174], [-4.4732, -0.2441, 5.2270]],
  "forces_ev_per_angstrom": [[-0.39, 1.08, 0.20], [1.57, -0.70, 1.42], [-0.06, -0.33, 0.08], [-1.72, -0.13, -1.63], [0.21, 0.48, -0.06], [-0.70, -0.25, 0.17], [0.43, -0.26, 0.67], [-0.32, 0.59, -0.84], [-0.36, -0.79, -0.06], [-0.95, -0.01, 0.34], [0.55, 0.20, 0.70], [0.57, -0.36, 0.18], [-1.32, 0.81, -1.02], [1.13, -0.05, -0.34], [-1.67, -0.72, -0.41], [0.80, -0.01, 0.57], [-0.08, -0.07, -0.18], [0.35, -0.14, -0.09], [0.18, -0.11, -0.29], [-0.10, -0.03, 0.07], [0.08, -0.03, 0.04], [0.14, 0.03, 0.11], [0.11, 0.07, -0.13], [-0.08, 0.23, 0.04], [0.07, -0.05, 0.24], [0.23, -0.01, 0.04], [0.11, 0.06, -0.28], [0.79, 0.07, -0.14], [0.15, 0.25, 0.01], [0.26, -0.67, 0.36], [0.01, 0.14, 0.18], [-0.13, 0.28, 0.00], [0.40, 0.32, 0.27], [0.06, 0.23, -0.04], [-0.17, -0.14, -0.12], [-0.18, 0.02, -0.05], [0.18, 0.01, -0.09], [-0.03, -0.04, 0.06], [-0.03, 0.00, 0.04], [-0.05, 0.03, 0.05], [-0.03, 0.00, -0.04]],
  "charge": -1,
  "lumo_energy_ha": 0.092,
  "orbital_gap_ev": 7.3
}


No. 3
{
  "formula": "C17H16F6N2O7S10Ti",
  "method": "ωB97M-V/def2-TZVPD",
  "symbols": ["Ti", "S", "C", "S", "C", "C", "S", "S", "S", "F", "C", "F", "F", "S", "O", "O", "N", "S", "O", "O", "C", "F", "F", "F", "C", "C", "O", "H", "H", "H", "H", "H", "H", "S", "C", "N", "C", "C", "S", "H", "H", "H", "H", "H", "O", "C", "O", "C", "C", "C", "C", "S", "C", "C", "H", "H", "H", "H", "H"],
  "coordinates": [[1.3878, 0.9161, 1.5997], [-5.9055, 1.7705, 1.6420], [-4.2548, 1.6639, 1.5857], [-3.3996, 0.6017, 0.5339], [-1.7768, 1.0671, 0.9916], [-1.6856, 1.9954, 1.9671], [-0.1709, 2.6476, 2.5136], [-3.2065, 2.5870, 2.5904], [-0.4003, 0.4169, 0.1512], [2.4402, 2.3236, 1.7071], [3.2079, 2.8630, 3.8192], [2.3557, 1.9770, 4.2993], [4.3225, 2.2056, 3.6969], [4.2235, -0.5035, 1.6027], [2.6936, -0.3667, 2.0744], [4.7562, -1.6639, 2.3012], [4.0071, -1.0373, 0.0188], [3.2800, -0.1026, -0.9476], [2.2635, 0.7846, -0.2932], [2.8861, -0.6810, -2.1929], [4.4654, 1.2134, -1.4789], [3.9202, 2.0170, -2.3975], [5.5640, 0.6646, -2.0102], [4.8443, 1.9660, -0.4438], [1.5074, -1.3457, 4.8210], [0.5818, -1.4632, 3.6333], [0.2847, -0.1609, 3.0554], [1.6404, -2.3336, 5.2653], [1.0866, -0.6866, 5.5868], [2.4811, -0.9724, 4.5109], [-0.3802, -1.9019, 3.9031], [1.0056, -2.0472, 2.8218], [0.0228, 0.4784, 3.7364], [0.5151, 4.7879, -0.5533], [-0.6974, 3.9658, -1.2948], [-0.5406, 2.9204, -2.1302], [-1.7212, 2.1547, -2.4971], [-2.9199, 3.0865, -2.3142], [-2.4056, 4.3215, -1.0856], [0.3511, 2.4444, -2.0735], [-1.8058, 1.2677, -1.8670], [-1.6425, 1.8239, -3.5334], [-3.7890, 2.5470, -1.9428], [-3.1830, 3.5943, -3.2414], [-3.1908, -2.6742, -5.2171], [-3.3267, -3.4774, -4.1148], [-4.2552, -4.2516, -4.0995], [-2.3233, -3.3216, -3.0535], [-1.2287, -2.4436, -3.1187], [-0.3121, -2.3522, -2.0983], [-0.4232, -3.1419, -0.9231], [0.7314, -3.0185, 0.3340], [-1.5374, -4.0178, -0.8697], [-2.4482, -4.1024, -1.8968], [-2.4234, -2.1060, -5.0884], [-1.0565, -1.8083, -3.9864], [0.5331, -1.6815, -2.1815], [-1.6567, -4.6300, 0.0155], [-3.2910, -4.7800, -1.8326]],
  "forces_ev_per_angstrom": [[-0.28, -0.97, -0.77], [-0.06, 0.01, -0.01], [0.04, 0.01, -0.01], [0.03, -0.02, 0.01], [0.04, 0.02, 0.01], [-0.01, -0.02, 0.05], [-0.13, -0.15, 0.03], [0.05, -0.01, -0.01], [-0.33, 0.05, -0.17], [0.70, 0.73, 0.05], [0.12, 0.35, 0.43], [0.15, -0.09, 0.11], [-0.04, -0.10, -0.06], [0.16, -0.12, -0.05], [-0.33, 0.28, 0.07], [-0.01, -0.01, 0.04], [-0.13, 0.35, -0.04], [0.02, -0.02, 0.48], [0.03, -0.34, -0.29], [-0.08, 0.01, 0.00], [-0.01, 0.09, 0.08], [-0.04, 0.02, -0.05], [0.03, -0.06, -0.07], [0.03, 0.01, 0.05], [-0.02, -0.02, -0.02], [-0.10, -0.01, -0.09], [0.36, 0.04, 0.36], [0.01, 0.00, 0.00], [0.02, 0.00, 0.01], [0.00, 0.01, 0.01], [0.01, -0.01, 0.00], [-0.01, 0.00, 0.01], [-0.15, -0.02, -0.08], [-0.10, 0.06, -0.01], [0.10, -0.12, -0.11], [-0.02, -0.02, 0.03], [-0.03, 0.01, 0.00], [-0.02, 0.03, -0.02], [0.00, -0.01, 0.06], [0.00, 0.03, -0.02], [0.00, 0.03, 0.00], [0.00, 0.00, -0.01], [0.00, 0.00, 0.00], [0.02, 0.00, -0.01], [-0.01, 0.01, -0.02], [0.04, 0.00, 0.05], [0.00, 0.00, -0.01], [-0.06, 0.01, -0.07], [0.01, 0.00, 0.00], [-0.04, -0.05, 0.00], [0.03, 0.08, 0.06], [-0.04, -0.12, 0.01], [-0.03, 0.04, -0.06], [0.01, -0.02, 0.04], [0.00, 0.00, 0.01], [0.01, 0.00, 0.00], [0.01, 0.00, -0.01], [0.00, 0.00, 0.01], [0.01, 0.00, 0.01]],
  "charge": -2,
  "de_lowest_ev": 1.540,
  "lumo_energy_ha": 0.141,
  "orbital_gap_ev": 5.6
}


No. 4
{
  "formula": "C3H3FN2O",
  "method": "ωB97M-V/def2-TZVPD",
  "symbols": ["N", "C", "C", "O", "C", "F", "N", "H", "H", "H"],
  "coordinates": [[-1.0025, 1.3416, -0.7946], [-0.2537, 0.3277, -0.2300], [-0.5021, -0.9734, -0.1795], [0.5906, -1.5551, 0.4144], [1.5251, -0.5775, 0.4472], [2.7350, -0.9316, 0.5804], [1.1512, 0.5853, 0.1506], [-2.0015, 1.2672, -0.6047], [-0.8533, 2.0994, 0.1040], [-1.3889, -1.5835, 0.1122]],
  "forces_ev_per_angstrom": [[0.11, 4.32, 4.50], [1.94, 0.50, -0.60], [-1.54, -1.62, 2.36], [2.56, -0.65, -0.07], [-2.20, -0.82, -0.63], [1.67, -0.87, 0.92], [-2.83, 0.76, -1.16], [-0.06, -0.94, -0.56], [-0.14, -1.60, -3.54], [0.50, 0.92, -1.20]],
  "smiles": "Nc1coc(F)n1",
  "de_lowest_ev": 2.033,
  "lumo_energy_ha": 0.028,
  "orbital_gap_ev": 9.7
}


Taking the records one at a time from the top gives electronic energy values of -309242.959 -144374.695 -182979.211 -10902.856 eV.